Computed, not measured: a cluster of 2 separate species, C5H12N2 in total, with ωB97M-V with the def2-TZVPD basis set.

Geometry as XYZ:
```
19
Properties=species:S:1:pos:R:3:forces:R:3
C 2.634 1.987 -0.334 -0.4 0.3 0.2
C 1.990 1.262 0.809 0.1 -0.3 -0.2
C 1.610 -0.010 0.728 -0.4 -0.3 0.2
N 0.938 -0.731 1.711 0.4 0.0 0.1
H 2.692 1.352 -1.212 0.2 -0.1 -0.1
H 2.029 2.855 -0.614 0.1 0.0 0.0
H 3.623 2.366 -0.079 0.1 -0.1 0.0
H 1.824 1.777 1.748 0.0 0.2 0.0
H 1.777 -0.611 -0.161 0.3 0.2 -0.1
H 0.789 -1.707 1.546 -0.2 0.0 -0.1
H 0.247 -0.290 2.285 -0.1 0.1 0.0
C -1.459 -0.296 -0.822 0.1 -0.3 0.3
N -2.096 -1.140 -0.135 -0.5 0.1 -0.3
C -3.350 -1.642 -0.721 1.0 0.2 0.3
H -0.543 0.106 -0.400 0.0 0.2 -0.2
H -1.783 0.017 -1.819 0.0 0.1 0.0
H -3.342 -2.718 -0.581 -0.3 -0.1 0.0
H -3.416 -1.394 -1.783 -0.2 0.0 -0.1
H -4.164 -1.185 -0.165 -0.2 -0.2 0.0
```
Positions in Å, forces in eV/Å.

Results
SMILES = C/C=C/N.C=NC
Charge = 0
E_LUMO = 1.163 eV
Energy relative to the best compared isomer or geometry (same formula, charge and spin) = 43.56 kcal per mole
HOMO-LUMO gap = 0.3299 Eh